Computed, not measured: a cluster of 2 separate species, C3H4N2O2 in total in a non-equilibrium geometry, with wB97M-V/def2-TZVPD.

Its multiplicity is 3. Its frontier orbital gap (alpha / beta) is 5.54 / 9.29 eV.

Each line ends with the Mulliken charge.
Atoms and positions in Å:
C (-1.166031, -2.238291, -0.168262)  -0.131
C (-1.422454, 0.311360, 0.126414)  0.012
C (-1.172732, -1.088492, 0.187342)  -0.191
N (-0.625701, 1.202880, -0.300507)  -0.479
N (2.403569, 0.046762, -0.317031)  0.208
O (1.791636, 1.058841, 0.307975)  -0.430
O (3.589803, -0.069025, -0.162906)  -0.380
H (0.758973, 1.235762, -0.011818)  0.509
H (-0.878952, -3.232597, 0.050497)  0.324
H (-2.492419, 0.610923, 0.461492)  0.293
H (-0.785688, 2.161872, -0.173191)  0.264

Forces on the atoms, in the same order (eV/Å):
0.69 -0.13 1.61
-2.43 1.84 0.62
-0.14 0.67 -1.45
0.87 -1.87 0.42
-1.59 -0.21 -0.63
-1.49 1.90 0.92
2.14 -0.66 -0.05
2.08 -1.73 -0.32
-0.21 -0.73 -0.70
1.69 -0.50 -0.38
-1.61 1.43 -0.03

Computed, not measured: the molecule C2H7N in a non-equilibrium geometry, with wB97M-V/def2-TZVPD.

The structure (SMILES) is CCN. Its frontier orbital gap is 10.51 eV.

Each line ends with the Mulliken charge.
Atoms and positions in Å:
C (0.786792, -0.106359, 0.750104)  -1.131
C (-0.551729, -0.269605, 0.074983)  -0.090
N (-0.672747, 0.753965, -1.004332)  -0.626
H (1.466878, -0.906770, 0.433999)  0.281
H (1.272768, 0.846444, 0.577778)  0.367
H (0.814724, -0.289525, 1.825394)  0.317
H (-0.786711, -1.249801, -0.338156)  0.271
H (-1.348679, -0.069535, 0.798531)  0.189
H (0.274993, 0.868569, -1.362500)  0.203
H (-1.256289, 0.422614, -1.755797)  0.218

Forces on the atoms, in the same order (eV/Å):
1.04 -1.58 0.44
-1.25 1.21 -0.19
0.77 -0.24 0.56
0.14 0.31 -0.47
-0.17 0.25 -0.16
-0.60 0.31 0.12
0.56 -0.35 0.23
0.01 0.02 -0.03
-0.42 0.12 -0.32
-0.06 -0.05 -0.17

Computed, not measured: a cluster of 2 separate species, C3H3IO in total in a non-equilibrium geometry, with wB97M-V/def2-TZVPD.

Its frontier orbital gap is 8.58 eV.

Each line ends with the Mulliken charge.
Atoms and positions in Å:
C (-0.877991, -1.981274, -0.058550)  -0.305
C (-1.307251, -0.887112, -0.342638)  -0.439
C (0.428107, 1.583918, 0.466811)  -0.135
O (1.349849, 0.945207, 0.946247)  -0.160
I (0.814163, 2.787489, -1.247093)  -0.077
H (-0.747109, -3.060664, 0.053105)  0.341
H (-1.901557, -0.008533, -0.454377)  0.416
H (2.241789, 0.620970, 0.636494)  0.359

Forces on the atoms, in the same order (eV/Å):
-0.71 -0.15 -0.53
-0.08 -1.20 0.60
-2.55 1.48 -0.36
2.75 -2.78 1.79
0.51 0.24 -0.84
0.34 1.10 0.03
0.44 0.21 -0.12
-0.71 1.09 -0.56

Computed, not measured: a structure of composition C23H15BrCl3N3O10PtS3, with wB97M-V/def2-TZVPD.

Its multiplicity is 3. As for the net charge: -2. Its frontier orbital gap (alpha / beta) is 5.62 / 5.52 eV.

Each line ends with the Mulliken charge.
Atoms and positions in Å:
Pt (0.629733, 2.132086, -1.355490)  0.820
C (3.190438, 3.949623, 1.623396)  -0.733
O (2.532138, 2.729115, 1.948346)  -0.450
C (2.819212, 1.666497, 1.176381)  0.908
C (3.897084, 1.594095, 0.317688)  -0.389
C (4.134228, 0.415927, -0.384663)  -0.491
Br (5.656900, 0.310058, -1.514281)  -0.261
C (3.309334, -0.666050, -0.272626)  -0.792
C (2.193247, -0.596271, 0.581554)  1.358
C (1.950927, 0.558127, 1.327276)  -0.222
O (0.966334, 0.664314, 2.226260)  -0.660
C (1.317900, -1.747167, 0.734064)  0.075
N (0.387633, -1.873862, 1.653531)  -0.640
C (-0.182385, -3.116425, 1.446146)  0.318
C (-1.215576, -3.754470, 2.123779)  -0.427
C (-1.586400, -5.019220, 1.699534)  -0.670
C (-0.945714, -5.645606, 0.623386)  -0.442
C (0.082920, -5.021366, -0.064773)  -1.080
C (0.445799, -3.752785, 0.364798)  0.578
N (1.400198, -2.857294, -0.068616)  0.067
H (4.251661, 3.895899, 1.894424)  0.393
H (2.703800, 4.711892, 2.225812)  0.243
H (3.081547, 4.186536, 0.563027)  0.224
H (4.526482, 2.454937, 0.153459)  0.276
H (3.531813, -1.564985, -0.830321)  0.407
H (0.473898, -0.182337, 2.250146)  0.552
H (-1.722712, -3.260238, 2.941986)  0.412
H (-2.397632, -5.530938, 2.201828)  0.378
H (-1.266860, -6.633248, 0.316353)  0.373
H (0.571610, -5.499404, -0.904647)  0.404
H (1.934403, -2.910487, -0.916349)  0.309
Cl (-2.729661, 1.747735, -0.443811)  0.184
C (-3.522437, 3.568997, -0.740814)  -0.066
Cl (-2.854012, 4.374551, -2.115353)  -0.119
Cl (-5.265828, 3.275320, -0.925768)  -0.236
C (-0.700029, 5.087351, 0.742347)  0.871
O (-1.664965, 5.720675, 0.604272)  -0.480
O (0.283930, 4.502535, 0.894287)  -0.375
O (0.807183, 4.300371, -2.240693)  -0.722
S (2.239924, 4.165474, -2.655795)  0.872
O (2.530894, 4.807106, -3.923839)  -0.673
O (3.152749, 4.558168, -1.583845)  -0.656
S (2.346229, 2.086041, -2.848962)  -0.557
O (-4.359141, -2.387543, 1.584649)  -0.620
S (-4.163737, -1.098109, 0.995216)  1.328
O (-5.299155, -0.309169, 0.646377)  -0.622
N (-3.320223, -0.218471, 2.151050)  0.147
C (-2.687307, 0.408887, 2.912595)  -0.270
O (-1.278317, 2.322345, -0.219974)  -0.516
C (-2.172817, -0.170077, -0.695811)  0.225
C (-1.299692, -0.397415, -1.758497)  -0.471
C (-1.308205, -1.601631, -2.436373)  -1.104
C (-2.192872, -2.618355, -2.073475)  -0.582
C (-3.037744, -2.433544, -0.999135)  -0.590
C (-3.008906, -1.208630, -0.324997)  0.359
H (-0.636108, 0.409278, -2.075265)  0.578
H (-0.632278, -1.745798, -3.272303)  0.447
H (-2.206932, -3.555936, -2.613220)  0.370
H (-3.692479, -3.227135, -0.664266)  0.439

Forces on the atoms, in the same order (eV/Å):
-0.86 0.09 -0.45
0.00 -0.02 0.01
-0.03 0.04 -0.04
0.04 0.01 0.03
-0.01 0.04 0.03
-0.02 -0.03 0.00
0.00 0.00 -0.01
-0.02 0.02 -0.04
0.08 -0.04 -0.01
0.00 -0.10 0.17
0.10 0.15 -0.05
-0.02 0.04 -0.01
-0.03 -0.02 -0.04
-0.01 -0.05 -0.01
-0.03 0.00 -0.01
-0.01 0.02 0.00
0.00 0.03 -0.01
-0.02 0.03 -0.01
-0.06 0.00 -0.05
0.02 0.03 0.03
0.00 0.00 -0.01
-0.01 0.00 0.00
-0.01 0.01 -0.02
-0.01 0.00 -0.02
0.00 0.00 0.00
-0.07 -0.04 -0.01
0.00 0.00 -0.01
0.00 0.01 -0.01
0.00 0.00 0.00
0.00 0.00 0.00
0.00 -0.01 0.00
-0.17 -0.14 -0.42
0.02 0.04 0.09
-0.02 -0.02 -0.04
0.09 0.01 0.00
0.09 0.01 -0.27
-0.01 0.01 0.13
0.01 0.02 0.20
0.07 -0.07 0.08
0.16 -0.03 0.05
-0.08 -0.01 -0.03
0.03 0.06 -0.03
0.20 0.06 0.14
-0.04 -0.01 -0.03
-0.05 0.01 -0.05
0.03 0.08 0.05
0.11 0.06 -0.08
-0.02 -0.04 0.05
0.45 0.21 0.59
0.01 0.11 -0.04
-0.20 -0.12 0.05
0.02 -0.10 0.01
0.09 -0.01 0.01
0.11 -0.09 0.09
0.01 -0.23 0.05
0.05 0.03 -0.09
0.01 0.01 0.00
0.01 -0.03 -0.01
0.00 0.00 0.03

Computed, not measured: a structure of composition C26H30GaN2P2 in a non-equilibrium geometry, with wB97M-V/def2-TZVPD.

As for the net charge: +1. Its frontier orbital gap (alpha / beta) is 3.48 / 3.48 eV.

Each line ends with the Mulliken charge.
Atoms and positions in Å:
C (-3.155417, -2.657353, -2.371496)  -0.633
C (-2.526973, -1.429494, -2.256631)  -0.401
C (-2.222643, -0.996681, -0.925970)  0.618
C (-2.846440, -1.581328, 0.244108)  0.505
C (-3.301980, -2.914577, 0.057612)  -1.045
C (-3.442489, -3.428487, -1.232704)  -0.623
C (-3.047728, -0.664507, 1.305675)  -1.695
C (-3.122988, 0.692225, 0.882996)  0.757
C (-2.047449, 1.117389, 0.024922)  -0.028
C (-1.767685, 2.536616, 0.107389)  -0.178
C (-2.896116, 3.383208, 0.186554)  -1.042
C (-4.080837, 2.912923, 0.796563)  -0.561
C (-4.092173, 1.619521, 1.312074)  -0.289
H (-3.427011, -3.023078, -3.364870)  0.479
H (-3.654014, -3.460438, 0.932998)  0.399
H (-3.852925, -4.430344, -1.375444)  0.422
H (-3.413545, -0.998404, 2.274612)  0.445
H (-2.799943, 4.421216, -0.146337)  0.438
H (-4.939144, 3.579660, 0.897042)  0.439
H (-4.846374, 1.280886, 2.015531)  0.459
N (-1.403804, 0.139154, -0.715131)  0.754
Ga (0.049603, -1.415044, -0.928429)  0.457
C (-1.830589, -0.687216, -3.374565)  -1.261
H (-2.001605, 0.407494, -3.356051)  0.406
H (-2.070955, -1.070833, -4.372738)  0.549
C (-0.429860, 2.895370, 0.670951)  -0.995
H (0.398337, 2.492641, 0.057998)  0.249
H (-0.288523, 3.967455, 0.841739)  0.769
P (-0.024518, -0.935393, -3.110436)  0.919
P (-0.505199, 2.124021, 2.382964)  0.867
C (-0.267742, 3.407840, 3.601184)  -1.146
H (0.691051, 3.236815, 4.105996)  0.399
H (-0.283934, 4.405869, 3.134393)  0.370
H (-1.093622, 3.313577, 4.321884)  0.424
C (0.926672, 1.023013, 2.301078)  -0.732
H (1.836878, 1.631464, 2.163808)  0.476
H (1.018795, 0.428198, 3.218315)  0.552
H (0.843454, 0.356256, 1.437478)  -0.516
C (0.345651, -2.464902, -4.004990)  -1.344
H (0.605310, -2.200156, -5.036548)  0.414
H (1.201005, -2.954775, -3.511769)  0.364
H (-0.518934, -3.146930, -3.982667)  0.386
C (0.928834, 0.470999, -3.696235)  -1.170
H (1.855897, 0.556066, -3.114468)  0.338
H (1.184620, 0.313008, -4.748741)  0.417
H (0.363365, 1.404564, -3.594789)  0.370
H (-1.780331, 1.506442, 2.732390)  0.001
H (-0.099309, -2.770693, -0.161750)  -0.208
N (1.852368, -0.927547, -0.335418)  -0.603
C (2.864455, -0.930613, 0.262581)  0.957
C (4.111544, -0.913711, 0.889616)  0.373
C (5.256599, -1.056147, 0.087979)  -0.465
C (6.508313, -1.090582, 0.696944)  -0.599
C (6.613155, -0.987662, 2.090458)  -0.336
C (5.470432, -0.825054, 2.887538)  -0.648
C (4.203981, -0.802516, 2.297387)  -0.335
H (5.135154, -1.164157, -0.994605)  0.419
H (7.399897, -1.199714, 0.073269)  0.393
H (7.587437, -1.042913, 2.580042)  0.398
H (5.547687, -0.731804, 3.970970)  0.392
H (3.282306, -0.720839, 2.867741)  0.482

Forces on the atoms, in the same order (eV/Å):
-0.16 -0.54 -0.98
1.11 0.17 1.80
-1.42 -0.53 -0.50
-0.18 0.66 -0.57
-0.08 -0.16 -0.24
-0.16 0.37 0.65
0.41 -2.10 -0.08
-0.02 1.22 -0.17
-0.68 0.79 0.31
-0.83 -1.74 -0.82
-0.49 0.01 1.21
0.70 0.71 -0.62
0.41 -0.45 -0.12
0.18 -0.05 0.28
0.08 -0.09 -0.29
0.07 0.32 0.11
-0.36 0.14 -0.29
0.06 -0.19 0.53
0.28 -0.22 0.02
-0.11 0.07 -0.24
1.64 0.32 0.21
-2.38 0.29 1.59
0.07 0.56 -0.27
-0.09 -0.56 0.10
-0.11 0.03 0.19
-0.05 0.12 -0.29
-0.06 0.01 0.67
-0.03 -0.07 -0.25
-1.25 -0.43 -0.48
0.02 0.31 -1.52
0.05 0.14 0.62
-0.24 0.25 0.02
-0.01 -0.44 0.23
0.39 0.26 -0.10
0.08 -0.44 0.66
-0.43 0.01 0.13
0.03 0.06 -0.20
-0.36 0.18 0.27
0.65 0.09 -0.33
-0.05 -0.37 0.07
-0.27 0.06 -0.39
0.23 0.37 0.11
0.51 0.12 -0.36
-0.19 -0.01 -0.19
0.01 0.18 0.10
0.02 -0.31 0.07
1.19 0.22 -0.71
0.20 0.18 -0.17
3.96 0.48 1.94
-3.23 0.06 -2.16
1.19 -0.10 1.00
0.06 -0.04 0.08
-0.06 0.01 0.00
-0.28 0.06 0.01
-0.43 -0.06 -0.27
0.43 -0.05 -0.57
0.18 0.09 0.44
-0.32 0.00 0.32
-0.27 0.07 -0.26
0.08 -0.07 -0.33
0.30 0.00 0.07

Computed, not measured: a cluster of 2 separate species, C5H10NO in total in a non-equilibrium geometry, with wB97M-V/def2-TZVPD.

As for the net charge: +1. Its frontier orbital gap is 5.37 eV.

Each line ends with the Mulliken charge.
Atoms and positions in Å:
O (1.046726, -0.800029, -1.389092)  -0.411
C (-0.020005, -0.651707, -1.928567)  0.063
C (-1.287469, -0.769913, -1.121535)  -0.599
C (-1.228387, 0.341268, -0.019448)  -0.636
C (-0.001616, 0.195856, 0.784019)  0.376
C (1.113812, 1.038951, 0.771608)  -0.824
N (0.099038, -1.056588, 1.457634)  -0.541
H (-0.131122, -0.238951, -2.944789)  0.375
H (-1.323722, -1.728167, -0.601261)  0.361
H (-2.227029, -0.622781, -1.648562)  0.374
H (-1.296486, 1.332907, -0.464659)  0.361
H (-2.123842, 0.214558, 0.592638)  0.313
H (1.838714, 0.900012, 1.559560)  0.383
H (1.560704, 1.520305, -0.100192)  0.337
H (2.635777, 2.560977, 1.418607)  0.368
H (1.029108, -1.410802, 1.199532)  0.353
H (0.315801, -0.825896, 2.434506)  0.346

Forces on the atoms, in the same order (eV/Å):
0.12 -0.01 -0.20
-0.58 0.70 0.14
-0.41 0.09 0.81
0.42 0.38 -0.77
-0.97 -0.52 -0.30
2.59 1.22 1.19
0.81 1.01 0.58
0.32 -0.45 -0.22
0.09 -0.09 -0.18
0.19 -0.09 -0.37
0.11 0.04 -0.05
0.18 -0.19 0.36
0.19 -1.28 -0.34
-0.69 -0.06 -0.31
-1.60 -0.25 -0.36
-0.31 -0.35 -0.32
-0.46 -0.14 0.31

Record-wise electronic energy values, in Eh: -376.4055 -135.1350 -488.8498 -7070.4381 -3725.3533 -325.9760